Record 1
{"formula": "C6H8N2O2", "method": "ωB97M-V/def2-TZVPD", "symbols": ["C", "C", "C", "C", "C", "C", "H", "H", "H", "H", "H", "H", "H", "H", "N", "N", "O", "O"], "positions_angstrom": [[-2.771, -0.185, 0.115], [-2.214, 1.148, -0.080], [-0.899, 1.318, -0.438], [-0.485, -1.087, -0.351], [2.962, 0.562, 0.282], [2.462, -0.613, 0.571], [-2.164, -2.109, 0.110], [-2.900, 1.959, 0.006], [-0.500, 2.276, -0.755], [0.861, 0.462, -0.911], [2.773, 1.330, 0.950], [3.828, 0.590, -0.378], [1.666, -0.684, 1.293], [2.781, -1.569, 0.180], [-1.814, -1.198, -0.111], [-0.038, 0.305, -0.501], [-3.883, -0.522, 0.565], [0.334, -1.982, -0.548]], "smiles": "O=c1cc[nH]c(=O)[nH]1.C=C", "relative_energy_ev": 0.9569, "gap_ev": 9.791, "e_tot_ha": -493.4117, "lumo_ha": 0.0196}

***

Record 2
{"formula": "C52H103F9N8O22S4", "method": "ωB97M-V/def2-TZVPD", "symbols": ["C", "C", "O", "C", "O", "C", "F", "F", "F", "H", "H", "H", "H", "H", "C", "C", "O", "C", "O", "C", "F", "F", "F", "H", "H", "H", "H", "H", "C", "C", "O", "C", "O", "C", "F", "F", "F", "H", "H", "H", "H", "H", "C", "O", "N", "C", "C", "H", "H", "H", "H", "H", "H", "H", "C", "O", "N", "C", "C", "H", "H", "H", "H", "H", "H", "H", "C", "O", "N", "C", "C", "H", "H", "H", "H", "H", "H", "H", "C", "O", "N", "C", "C", "H", "H", "H", "H", "H", "H", "H", "C", "O", "N", "C", "C", "H", "H", "H", "H", "H", "H", "H", "C", "O", "N", "C", "C", "H", "H", "H", "H", "H", "H", "H", "C", "O", "N", "C", "C", "H", "H", "H", "H", "H", "H", "H", "C", "O", "N", "C", "C", "H", "H", "H", "H", "H", "H", "H", "C", "C", "C", "S", "O", "O", "C", "H", "H", "H", "H", "H", "H", "H", "H", "C", "C", "C", "S", "O", "O", "C", "H", "H", "H", "H", "H", "H", "H", "H", "C", "C", "C", "S", "O", "O", "C", "H", "H", "H", "H", "H", "H", "H", "H", "C", "C", "C", "S", "O", "O", "C", "H", "H", "H", "H", "H", "H", "H", "H"], "positions_angstrom": [[3.147, 5.078, 6.808], [2.334, 3.738, 6.522], [2.361, 3.357, 5.194], [1.676, 4.158, 4.390], [0.917, 5.032, 4.741], [1.981, 3.880, 2.915], [2.143, 5.044, 2.324], [3.113, 3.210, 2.849], [0.946, 3.224, 2.327], [2.863, 5.896, 6.194], [4.225, 4.888, 6.683], [2.971, 5.389, 7.847], [1.262, 3.750, 6.768], [2.812, 2.916, 7.119], [0.058, -0.187, 10.003], [0.336, 0.312, 8.550], [-0.880, 0.051, 7.855], [-1.134, 0.831, 6.765], [-0.501, 1.792, 6.394], [-2.336, 0.312, 5.953], [-2.367, -0.946, 6.092], [-3.452, 0.934, 6.327], [-2.080, 0.574, 4.675], [0.821, 0.085, 10.660], [-0.045, -1.306, 9.973], [-0.868, 0.229, 10.298], [1.233, -0.155, 8.051], [0.446, 1.409, 8.597], [-7.760, 3.215, -1.366], [-6.533, 4.071, -1.150], [-5.478, 3.264, -1.783], [-4.237, 3.699, -1.597], [-3.827, 4.683, -1.115], [-3.338, 2.613, -2.107], [-3.545, 2.319, -3.348], [-2.058, 3.014, -2.039], [-3.410, 1.517, -1.341], [-7.797, 2.209, -0.878], [-7.969, 3.124, -2.429], [-8.673, 3.683, -0.968], [-6.223, 4.232, -0.140], [-6.512, 4.997, -1.679], [0.455, -1.603, 0.757], [0.944, -2.634, 0.305], [-0.341, -0.724, 0.121], [-0.526, 0.602, 0.599], [-0.560, -0.968, -1.291], [0.743, -1.239, 1.795], [-0.056, 1.272, -0.088], [-0.101, 0.710, 1.604], [-1.567, 0.816, 0.646], [0.204, -0.626, -1.899], [-0.891, -2.016, -1.390], [-1.506, -0.464, -1.515], [-4.141, -2.906, -1.440], [-5.156, -2.370, -1.054], [-3.687, -2.922, -2.693], [-2.717, -3.889, -3.168], [-4.536, -2.361, -3.710], [-3.339, -3.338, -0.771], [-2.247, -4.296, -2.228], [-1.943, -3.370, -3.785], [-3.139, -4.655, -3.769], [-5.377, -2.980, -3.921], [-4.996, -1.409, -3.432], [-3.925, -2.201, -4.650], [-1.778, 5.063, 4.154], [-2.252, 3.974, 4.563], [-1.894, 5.427, 2.852], [-1.289, 6.622, 2.314], [-2.635, 4.584, 1.881], [-1.139, 5.805, 4.686], [-0.403, 6.356, 1.746], [-0.908, 7.204, 3.116], [-2.001, 7.221, 1.713], [-3.686, 4.335, 2.010], [-2.642, 5.051, 0.919], [-2.064, 3.655, 1.867], [1.003, 5.274, -1.678], [2.023, 4.745, -2.129], [-0.154, 5.558, -2.282], [-1.097, 6.383, -1.647], [-0.422, 5.321, -3.665], [1.107, 5.657, -0.661], [-1.221, 7.318, -2.187], [-0.823, 6.548, -0.622], [-2.047, 5.915, -1.640], [-1.369, 4.741, -3.819], [-0.510, 6.238, -4.251], [0.430, 4.806, -4.145], [0.533, -1.208, -4.695], [0.428, -2.427, -4.784], [-0.377, -0.221, -5.117], [-0.281, 1.129, -4.782], [-1.630, -0.716, -5.778], [1.359, -0.822, -4.120], [-0.384, 1.804, -5.661], [0.627, 1.392, -4.333], [-1.049, 1.397, -4.094], [-2.496, -0.414, -5.224], [-1.735, -0.173, -6.729], [-1.455, -1.749, -5.876], [3.858, 0.536, 0.375], [4.004, -0.276, 1.240], [4.561, 1.651, 0.122], [4.210, 2.501, -0.926], [5.851, 1.904, 0.696], [3.159, 0.292, -0.454], [3.165, 2.458, -1.160], [4.677, 2.204, -1.852], [4.328, 3.508, -0.679], [6.194, 0.981, 1.199], [6.543, 2.132, -0.093], [5.837, 2.677, 1.420], [2.559, 2.789, -6.194], [1.608, 3.293, -6.800], [3.585, 3.417, -5.600], [4.345, 2.956, -4.459], [3.812, 4.816, -5.847], [2.653, 1.714, -5.940], [4.280, 1.889, -4.272], [3.934, 3.562, -3.640], [5.407, 3.208, -4.604], [3.225, 5.211, -6.597], [3.544, 5.409, -4.992], [4.863, 4.852, -6.132], [-4.284, 1.322, 1.812], [-4.711, 2.404, 1.451], [-4.742, 0.120, 1.499], [-3.875, -1.024, 1.615], [-5.964, -0.054, 0.794], [-3.266, 1.227, 2.312], [-3.102, -1.063, 0.828], [-4.463, -1.913, 1.747], [-3.305, -0.905, 2.540], [-6.601, -0.820, 1.221], [-6.505, 0.822, 0.631], [-5.840, -0.417, -0.221], [-1.966, -7.408, 1.255], [-0.816, -6.782, 0.520], [-0.272, -5.712, 1.469], [-1.748, -4.871, 2.026], [-2.104, -3.800, 1.083], [-1.735, -4.522, 3.417], [-2.823, -6.324, 1.818], [-1.588, -8.041, 2.067], [-2.518, -8.093, 0.656], [-1.118, -6.347, -0.469], [-0.024, -7.509, 0.256], [0.316, -4.924, 0.963], [0.290, -6.092, 2.372], [-3.646, -5.979, 1.276], [-3.177, -6.533, 2.795], [1.377, -4.667, -6.025], [2.288, -5.778, -6.412], [2.938, -6.354, -5.193], [1.463, -6.527, -4.130], [1.826, -6.173, -2.794], [0.788, -7.743, -4.388], [0.448, -5.175, -4.839], [0.823, -4.240, -6.876], [2.025, -3.913, -5.615], [3.004, -5.355, -7.145], [1.773, -6.640, -6.873], [3.531, -5.650, -4.660], [3.596, -7.162, -5.358], [0.249, -4.473, -4.023], [-0.504, -5.588, -5.289], [1.410, -3.674, 4.489], [2.502, -3.367, 3.418], [3.129, -2.031, 3.754], [1.871, -1.032, 4.447], [1.485, -0.006, 3.550], [2.356, -0.743, 5.770], [0.606, -2.337, 4.586], [1.961, -3.771, 5.472], [0.793, -4.507, 4.297], [2.117, -3.335, 2.406], [3.257, -4.129, 3.327], [3.507, -1.489, 2.855], [3.878, -2.080, 4.549], [-0.034, -2.366, 3.710], [0.092, -2.238, 5.525], [4.949, -3.667, -0.763], [3.497, -3.439, -0.446], [2.761, -3.338, -1.793], [3.817, -2.287, -2.722], [3.313, -0.956, -2.757], [3.986, -2.910, -4.038], [5.350, -2.591, -1.743], [5.080, -4.671, -1.216], [5.509, -3.670, 0.176], [3.296, -2.608, 0.195], [3.019, -4.314, 0.018], [1.793, -2.825, -1.771], [2.728, -4.315, -2.284], [5.733, -1.745, -1.190], [6.009, -2.925, -2.597]], "gap_ev": 8.805, "e_tot_ha": -6627.9639, "lumo_ha": 0.0146}

***

Record 3
{"formula": "C25H43N4O2", "method": "ωB97M-V/def2-TZVPD", "symbols": ["C", "C", "C", "C", "C", "C", "C", "C", "C", "C", "C", "C", "C", "N", "C", "C", "C", "C", "C", "N", "C", "C", "C", "C", "N", "O", "H", "H", "H", "H", "H", "H", "H", "H", "H", "H", "H", "H", "H", "H", "H", "H", "H", "H", "H", "H", "H", "H", "H", "H", "H", "H", "H", "H", "H", "H", "H", "H", "H", "H", "H", "H", "C", "C", "O", "N", "C", "H", "H", "H", "H", "H", "H", "H"], "positions_angstrom": [[1.117, -1.917, 4.498], [0.876, -1.999, 3.179], [-0.539, -1.925, 2.633], [-0.588, -1.024, 1.358], [-0.054, -1.869, 0.198], [-0.190, -1.215, -1.194], [0.861, -1.671, -2.207], [2.284, -1.059, -2.002], [2.344, 0.251, -1.202], [3.629, 1.062, -1.570], [3.296, 2.550, -1.780], [3.133, 3.304, -0.425], [-1.992, -0.531, 1.067], [-2.462, 0.552, 2.004], [-1.427, 1.562, 2.418], [-1.410, 2.780, 1.519], [-1.352, 4.049, 2.079], [-1.291, 5.078, 1.190], [-1.281, 4.904, -0.173], [-1.366, 3.695, -0.713], [-1.419, 2.698, 0.150], [0.008, 0.966, 2.526], [1.101, 2.034, 2.495], [2.399, 1.435, 3.003], [3.212, 2.180, 3.627], [0.319, 0.069, 1.485], [0.505, -2.488, 5.199], [1.895, -1.288, 4.924], [1.719, -2.108, 2.499], [-1.212, -1.491, 3.379], [-0.848, -2.940, 2.359], [-0.627, -2.802, 0.169], [0.978, -2.162, 0.398], [-0.261, -0.128, -1.119], [-1.167, -1.535, -1.584], [0.552, -1.442, -3.229], [0.965, -2.760, -2.167], [2.668, -0.821, -2.997], [2.981, -1.790, -1.585], [1.503, 0.916, -1.412], [2.387, 0.080, -0.123], [4.383, 0.950, -0.786], [4.072, 0.692, -2.500], [2.366, 2.664, -2.343], [4.090, 3.020, -2.363], [3.708, 4.228, -0.460], [2.080, 3.551, -0.268], [3.480, 2.677, 0.398], [-2.660, -1.385, 1.213], [-2.160, -0.192, 0.048], [-2.845, 0.089, 2.829], [-3.248, 1.040, 1.569], [-1.702, 1.897, 3.420], [-1.333, 4.205, 3.150], [-1.214, 6.090, 1.577], [-1.203, 5.761, -0.830], [-1.469, 1.697, -0.283], [0.096, 0.511, 3.525], [0.854, 2.872, 3.148], [1.234, 2.408, 1.478], [2.550, 0.365, 2.818], [4.028, 1.624, 3.891], [-1.902, -5.041, -3.955], [-2.888, -4.417, -3.004], [-2.927, -4.721, -1.819], [-3.749, -3.488, -3.497], [-3.858, -2.997, -4.861], [-1.289, -5.757, -3.415], [-2.422, -5.567, -4.756], [-1.251, -4.273, -4.376], [-4.378, -3.116, -2.804], [-3.694, -1.918, -4.869], [-4.862, -3.199, -5.236], [-3.133, -3.472, -5.512]], "relative_energy_ev": 0.0000, "gap_ev": 8.459, "e_tot_ha": -1347.5790, "lumo_ha": -0.1146, "total_charge": 1}

***

Record 4
{"formula": "C6H7NO", "method": "ωB97M-V/def2-TZVPD", "symbols": ["C", "C", "C", "C", "C", "C", "H", "H", "H", "H", "H", "H", "H", "N", "O"], "positions_angstrom": [[1.359, 1.346, 0.041], [1.928, 0.387, 1.010], [-0.098, -0.463, 0.137], [-1.257, -1.356, 0.065], [-2.306, -1.171, -0.676], [0.161, 0.730, -0.638], [0.779, 2.999, -0.832], [2.819, 0.387, 1.693], [0.947, -1.082, 1.839], [-1.228, -2.280, 0.779], [-2.331, -0.346, -1.295], [-3.152, -1.891, -0.925], [-0.497, 0.951, -1.473], [0.935, -0.579, 0.967], [1.941, 2.366, -0.692]], "relative_energy_ev": 4.0854, "gap_ev": 8.095, "e_tot_ha": -362.6633, "lumo_ha": 0.0109}

***

Record 5
{"formula": "C30H42N4OP2Re", "method": "ωB97M-V/def2-TZVPD", "symbols": ["Re", "C", "C", "C", "C", "C", "C", "C", "C", "C", "H", "H", "H", "H", "H", "H", "H", "H", "H", "H", "H", "H", "H", "H", "H", "P", "P", "N", "N", "N", "N", "C", "C", "C", "C", "C", "C", "C", "C", "C", "C", "C", "C", "C", "C", "C", "C", "C", "C", "H", "H", "H", "H", "H", "H", "H", "H", "H", "H", "H", "H", "H", "H", "H", "H", "H", "H", "H", "H", "C", "C", "C", "O", "H", "H", "H", "H", "H", "H", "H"], "positions_angstrom": [[-0.006, 0.954, 0.147], [-1.180, 1.393, -2.495], [-1.094, 0.078, -2.766], [-0.274, -0.480, -3.912], [1.085, 0.249, -4.084], [1.604, 0.801, -2.784], [1.319, 1.985, -2.152], [0.472, 3.082, -2.763], [-0.752, 2.485, -3.451], [1.206, 1.326, 1.830], [-1.843, 1.823, -1.750], [-1.889, -0.612, -2.444], [-0.849, -0.391, -4.847], [-0.081, -1.557, -3.783], [1.821, -0.485, -4.459], [1.035, 0.984, -4.897], [2.460, 0.230, -2.426], [2.165, 2.422, -1.611], [1.070, 3.700, -3.456], [0.139, 3.759, -1.957], [-1.542, 3.254, -3.504], [-0.551, 2.151, -4.488], [0.690, 2.193, 2.284], [2.277, 1.568, 1.847], [1.059, 0.464, 2.509], [1.675, -0.576, -0.021], [-1.471, -0.854, -0.067], [3.344, 0.358, -0.359], [2.556, -1.641, 1.140], [-2.980, 0.470, -0.195], [-2.506, -1.905, 0.947], [1.002, -1.829, -1.169], [-0.478, -2.249, -0.875], [3.545, 1.718, -0.127], [4.792, 2.108, -0.634], [5.407, 0.917, -1.138], [4.502, -0.129, -0.945], [3.481, -1.148, 2.070], [4.347, -2.180, 2.447], [3.914, -3.371, 1.753], [2.819, -3.005, 0.967], [-2.744, 1.799, 0.157], [-3.734, 2.604, -0.414], [-4.628, 1.748, -1.100], [-4.138, 0.440, -0.972], [-3.860, -2.219, 0.793], [-4.241, -3.093, 1.806], [-3.090, -3.329, 2.614], [-2.042, -2.606, 2.069], [1.671, -2.700, -1.224], [1.055, -1.373, -2.170], [-1.000, -2.546, -1.808], [-0.519, -3.111, -0.181], [2.774, 2.369, 0.269], [5.174, 3.119, -0.612], [6.393, 0.851, -1.586], [4.590, -1.186, -1.190], [3.455, -0.116, 2.360], [5.195, -2.092, 3.103], [4.368, -4.346, 1.784], [2.222, -3.614, 0.314], [-1.877, 2.103, 0.777], [-3.742, 3.684, -0.335], [-5.523, 2.037, -1.632], [-4.557, -0.480, -1.339], [-4.437, -1.824, -0.017], [-5.222, -3.524, 1.934], [-3.040, -3.965, 3.492], [-1.004, -2.524, 2.355], [-0.788, 0.942, 4.473], [-1.522, 0.212, 3.355], [-3.010, 0.422, 3.580], [-1.087, 0.472, 2.040], [-1.115, 1.985, 4.576], [0.291, 0.885, 4.375], [-1.056, 0.440, 5.409], [-1.344, -0.867, 3.506], [-3.265, 1.464, 3.843], [-3.619, 0.054, 2.760], [-3.276, -0.177, 4.455]], "spin_multiplicity": 4, "relative_energy_ev": 4.5259, "gap_ev": [5.885, 3.823], "e_tot_ha": -2222.5952, "lumo_ha": [-0.2515, -0.3433], "total_charge": 2}